The following is a quantum chemistry calculation of 2 unconnected molecules or ions with the total composition C5H8S at a distorted geometry, from OMol25.

Cartesian coordinates (Å):
C: -0.03 -2.49 -0.08
C: 0.61 -1.39 0.28
C: 1.05 -0.18 0.56
C: 1.69 0.74 -0.40
H: -1.15 -2.56 -0.05
H: 0.51 -3.42 -0.47
H: 1.19 0.23 1.52
H: 2.74 0.71 -0.35
H: 1.28 0.55 -1.39
H: 1.29 1.64 0.00
C: -2.22 1.66 0.13
S: -2.36 0.11 -0.24
H: -2.31 2.08 1.15
H: -2.30 2.33 -0.67

Computed properties:
ΔE to the lowest compared entry with this formula, charge and spin, kcal/mol: 77.2
Orbital gap, Ha: 0.308

The following is a quantum chemistry calculation of 8 unconnected molecules or ions with the total composition C32H76O10 at a distorted geometry, from OMol25.

Cartesian coordinates (Å):
C: 5.32 -1.79 0.27
C: 3.92 -1.66 0.93
C: 3.42 -0.22 0.71
C: 2.01 -0.19 0.10
C: 2.00 -0.30 -1.43
C: 1.05 0.73 -2.06
C: -0.40 0.23 -1.94
C: -1.46 1.33 -1.92
C: -2.71 0.87 -1.14
C: -3.37 1.97 -0.30
C: -4.66 1.53 0.41
C: -4.61 0.17 1.12
C: -5.58 -0.90 0.60
C: -5.63 -1.10 -0.93
C: -4.91 -2.35 -1.44
C: -3.59 -2.63 -0.76
C: -2.44 -3.17 -1.61
O: -2.00 -4.37 -0.93
C: -2.92 -4.66 0.01
O: -3.14 -5.76 0.48
O: -3.62 -3.54 0.37
H: 5.22 -1.42 -0.74
H: 5.99 -1.18 0.87
H: 5.66 -2.82 0.29
H: 4.04 -1.89 1.99
H: 3.22 -2.37 0.50
H: 3.37 0.27 1.68
H: 4.09 0.32 0.04
H: 1.46 -1.03 0.53
H: 1.50 0.71 0.44
H: 1.64 -1.29 -1.71
H: 3.00 -0.23 -1.85
H: 1.14 1.65 -1.48
H: 1.29 0.88 -3.11
H: -0.62 -0.46 -2.76
H: -0.46 -0.36 -1.03
H: -1.71 1.54 -2.96
H: -1.06 2.24 -1.49
H: -2.35 0.11 -0.45
H: -3.41 0.46 -1.87
H: -3.57 2.83 -0.93
H: -2.64 2.30 0.44
H: -5.52 1.62 -0.25
H: -4.83 2.29 1.19
H: -4.88 0.33 2.17
H: -3.60 -0.24 1.15
H: -6.59 -0.63 0.92
H: -5.34 -1.83 1.11
H: -6.67 -1.22 -1.20
H: -5.30 -0.22 -1.47
H: -4.68 -2.22 -2.50
H: -5.55 -3.23 -1.33
H: -3.21 -1.70 -0.33
H: -2.67 -3.43 -2.64
H: -1.62 -2.46 -1.59
C: -0.65 6.60 -1.56
C: -0.92 5.16 -1.16
O: -2.06 4.62 -1.83
H: -1.52 7.22 -1.35
H: 0.21 7.00 -1.03
H: -0.46 6.67 -2.63
H: -1.13 5.09 -0.09
H: -0.05 4.53 -1.37
H: -1.90 4.65 -2.77
C: -5.10 -2.32 -6.40
C: -3.81 -1.73 -5.84
O: -3.29 -2.52 -4.77
H: -5.85 -2.39 -5.61
H: -5.49 -1.70 -7.21
H: -4.93 -3.33 -6.79
H: -3.99 -0.74 -5.44
H: -3.06 -1.65 -6.63
H: -3.12 -3.40 -5.11
C: 3.40 3.76 2.44
C: 2.80 3.44 1.09
O: 1.40 3.20 1.17
H: 3.21 2.94 3.14
H: 4.47 3.93 2.38
H: 2.94 4.66 2.86
H: 3.25 2.53 0.68
H: 2.99 4.25 0.38
H: 0.98 3.99 1.51
C: 1.72 11.24 0.42
C: 1.59 10.18 -0.65
O: 0.93 9.01 -0.17
H: 2.27 10.85 1.28
H: 2.24 12.12 0.04
H: 0.74 11.55 0.78
H: 2.57 9.86 -1.00
H: 1.04 10.58 -1.51
H: 0.05 9.27 0.13
C: 2.84 -5.92 0.66
C: 4.22 -5.46 0.25
O: 5.11 -5.41 1.36
H: 2.43 -5.25 1.42
H: 2.16 -5.94 -0.19
H: 2.88 -6.92 1.10
H: 4.18 -4.46 -0.16
H: 4.64 -6.13 -0.51
H: 5.17 -6.29 1.74
C: 6.77 -4.52 4.42
C: 8.13 -4.03 3.95
O: 9.05 -3.90 5.03
H: 6.36 -3.83 5.16
H: 6.08 -4.60 3.58
H: 6.86 -5.50 4.90
H: 8.05 -3.05 3.49
H: 8.55 -4.72 3.21
H: 9.15 -4.76 5.44
C: -2.61 -2.46 3.90
C: -2.90 -3.88 4.36
O: -4.03 -4.42 3.68
H: -3.48 -1.83 4.07
H: -1.75 -2.04 4.43
H: -2.40 -2.45 2.83
H: -3.14 -3.89 5.43
H: -2.03 -4.52 4.20
H: -3.81 -4.42 2.74

Computed properties:
Orbital gap, Ha: 0.374

The following is a quantum chemistry calculation of a molecular structure, C28H31N6O6S7Se2Sm at a distorted geometry, from OMol25.

Cartesian coordinates (Å):
Sm: -0.24 0.01 -0.23
S: -1.59 0.50 2.66
C: -2.77 -0.81 2.65
C: -3.68 -0.70 3.74
N: -4.32 -0.42 4.70
C: -3.01 -1.75 1.66
S: -2.17 -2.07 0.21
C: -4.21 -2.52 1.72
N: -5.18 -3.14 1.82
C: 0.53 -3.76 2.45
Se: 1.63 -2.95 1.10
C: 1.76 -4.35 -0.36
C: 0.46 -4.63 -1.05
Se: 0.01 -3.11 -2.36
C: -1.74 -3.75 -2.93
H: 0.21 -4.80 2.15
H: -0.33 -3.14 2.46
H: 1.06 -3.77 3.38
H: 2.30 -5.23 0.13
H: 2.45 -3.81 -0.99
H: -0.36 -4.79 -0.37
H: 0.46 -5.49 -1.78
H: -1.61 -4.42 -3.81
H: -2.22 -2.83 -3.31
H: -2.34 -4.27 -2.19
N: 0.82 -0.62 3.32
C: 0.07 -0.39 2.37
H: 1.80 -0.74 3.03
O: 1.94 -0.09 -0.84
S: 3.50 0.17 -0.75
C: 4.22 -0.37 -2.42
C: 4.94 0.82 -2.99
C: 4.04 1.99 -2.62
C: 3.66 1.96 -1.17
H: 3.48 -0.83 -3.08
H: 4.90 -1.14 -2.12
H: 5.12 0.74 -4.09
H: 5.97 0.91 -2.62
H: 3.14 1.86 -3.29
H: 4.32 3.04 -2.85
H: 2.76 2.48 -0.79
H: 4.57 2.22 -0.62
S: -6.27 1.94 -4.09
C: -4.98 0.97 -3.59
S: -3.32 1.58 -3.62
C: -2.64 0.02 -3.11
N: -3.64 -0.91 -3.06
N: -4.89 -0.32 -3.10
C: -6.06 -1.13 -2.72
C: -5.88 -2.06 -1.69
C: -6.86 -2.98 -1.43
C: -8.09 -2.93 -2.13
C: -8.30 -1.93 -3.03
C: -7.28 -1.02 -3.37
S: -0.94 -0.10 -3.01
H: -4.89 -2.09 -1.22
H: -6.72 -3.82 -0.70
H: -8.91 -3.59 -1.81
H: -9.26 -1.85 -3.49
H: -7.44 -0.31 -4.18
N: 1.67 2.93 3.12
C: 2.76 3.72 3.31
C: 3.38 4.42 2.25
C: 4.57 5.06 2.42
C: 5.21 4.89 3.63
C: 4.68 4.21 4.72
C: 3.39 3.74 4.59
S: 6.99 5.23 3.77
O: 7.20 4.74 5.15
O: 7.61 4.37 2.79
O: 7.31 6.64 3.54
H: 1.03 3.22 2.31
H: 1.30 2.66 3.99
H: 2.97 4.39 1.26
H: 4.92 5.72 1.65
H: 5.24 4.06 5.65
H: 2.87 3.20 5.34
O: -1.20 2.21 -0.61
C: -0.25 2.88 -0.02
O: 0.69 2.26 0.59
H: -0.31 3.99 -0.02

Computed properties:
ΔE to the lowest compared entry with this formula, charge and spin, kcal/mol: 27.1
Net charge: -2
⟨S²⟩: 8.764
Multiplicity: 6
Orbital gap (spin up / spin down), Ha: 0.219 / 0.219

The following is a quantum chemistry calculation of 2 unconnected molecules or ions with the total composition C3H11N2 at a distorted geometry, from OMol25.

Cartesian coordinates (Å):
C: -0.08 -1.51 -1.09
C: -1.23 -2.26 -0.40
H: 0.97 -1.77 -0.86
H: -0.03 -1.55 -2.18
H: -0.26 -0.43 -1.02
H: -0.82 -3.02 0.27
H: -1.82 -2.80 -1.14
H: -1.75 -1.50 0.17
N: 0.53 3.01 0.68
C: 0.43 1.68 0.35
N: 0.90 0.74 1.24
H: 1.12 3.42 1.39
H: 0.42 3.69 -0.04
H: -0.22 1.55 -0.50
H: 0.91 -0.21 0.92
H: 0.93 0.95 2.22

Computed properties:
ΔE to the lowest compared entry with this formula, charge and spin, kcal/mol: 11.2
⟨S²⟩: 0.753
Multiplicity: 2
Orbital gap (spin up / spin down), Ha: 0.219 / 0.378

It is found that the molar mass values, taken in the order of the records, are 100.19, 620.95, 1080.34, 75.13 g/mol.